Density functional theory data (ωB97M-V/def2-TZVPD) for a structure of composition C24H73CaN12O5P4 at a distorted geometry.

Element x y z (Å)
Ca  0.0612  1.5404  -1.3690
O  -0.2465  0.4715  0.4693
H  -0.0020  -0.1993  1.1101
O  0.2769  -0.1510  -2.8244
P  0.3902  -1.2308  -3.8450
N  1.8968  -1.6120  -4.3491
C  2.4852  -1.1104  -5.5864
C  2.8329  -1.7056  -3.2457
N  -0.5075  -0.9660  -5.2018
C  -0.4540  -1.9742  -6.2756
C  -1.8133  -0.3293  -4.9754
N  -0.1737  -2.6022  -3.0888
C  -0.5557  -2.5994  -1.6913
C  -0.1760  -3.8835  -3.7323
H  1.7849  -1.1051  -6.4065
H  3.3702  -1.6992  -5.8438
H  2.9289  -0.1242  -5.3817
H  3.4654  -2.6066  -3.3440
H  2.3070  -1.8453  -2.3068
H  3.6080  -0.9332  -3.2943
H  0.2677  -2.7398  -6.0181
H  -1.4274  -2.3774  -6.5534
H  -0.1339  -1.4447  -7.1813
H  -1.8087  0.6490  -5.4510
H  -2.6364  -0.9420  -5.3451
H  -1.9941  -0.2138  -3.9040
H  0.2468  -3.0301  -1.0698
H  -0.6226  -1.5900  -1.2809
H  -1.4997  -3.0914  -1.4558
H  0.8515  -4.1791  -3.9796
H  -0.8294  -4.0295  -4.5912
H  -0.4951  -4.6297  -3.0015
O  -2.2266  1.8202  -1.7343
P  -3.6919  1.6102  -1.5739
N  -4.1887  0.1560  -1.0329
C  -3.6925  -0.2268  0.3013
C  -4.5295  -0.9688  -1.8818
N  -4.5337  1.9330  -2.9531
C  -5.9883  1.8666  -3.0399
C  -3.9063  2.5261  -4.1256
N  -4.2970  2.6411  -0.4334
C  -3.4479  3.6984  0.1123
C  -5.7136  2.7479  -0.0587
H  -4.1064  0.4368  1.0627
H  -2.6031  -0.1076  0.3503
H  -3.9716  -1.2493  0.5338
H  -5.2306  -1.5971  -1.3384
H  -3.6624  -1.4643  -2.3230
H  -5.1252  -0.6093  -2.7296
H  -6.3334  1.2344  -3.8635
H  -6.4054  1.4080  -2.1427
H  -6.3690  2.8850  -3.1472
H  -2.8268  2.5694  -4.0143
H  -4.1350  1.8935  -4.9891
H  -4.2670  3.5404  -4.3193
H  -2.3961  3.4804  -0.0486
H  -3.6040  4.6514  -0.4251
H  -3.6550  3.9062  1.1618
H  -6.1920  3.3702  -0.8166
H  -5.7613  3.2252  0.9157
H  -6.1081  1.7364  0.0169
O  2.5351  1.2382  -1.0517
P  3.6873  0.9670  -0.1585
N  5.0958  1.0930  -0.9854
C  6.4201  0.7420  -0.5212
C  5.1068  1.7977  -2.2830
N  3.7957  -0.5160  0.5455
C  2.9591  -0.8556  1.6952
C  4.3190  -1.6446  -0.1841
N  3.6836  1.9783  1.1322
C  4.8151  2.0456  2.0333
C  2.7603  3.1069  1.2269
H  6.8415  1.5208  0.1270
H  7.1193  0.5712  -1.3367
H  6.4270  -0.1137  0.1598
H  4.1307  2.2259  -2.4754
H  5.4330  1.0829  -3.0406
H  5.8348  2.6114  -2.2270
H  3.3665  -1.7280  2.2023
H  2.8963  0.0313  2.3205
H  1.9364  -1.0967  1.3820
H  5.0024  -2.1988  0.4816
H  3.5625  -2.3721  -0.4864
H  5.0019  -1.3555  -0.9767
H  5.6411  2.5719  1.5416
H  4.5712  2.6913  2.8763
H  5.1307  1.0621  2.3733
H  3.3361  4.0327  1.3024
H  2.0965  2.9994  2.0885
H  2.1397  3.1635  0.3360
O  -0.6686  0.0456  7.5319
P  -0.4178  -0.3834  6.1487
N  1.1484  -0.8984  5.9711
C  2.2459  -0.2352  6.7074
C  1.5418  -1.9488  5.0227
N  -0.6752  0.6958  4.9217
C  0.1475  0.7850  3.7176
C  -1.7510  1.6425  5.0463
N  -1.3404  -1.6851  5.6995
C  -1.7744  -2.5915  6.7752
C  -1.8314  -2.0416  4.3905
H  2.5003  -0.8764  7.5570
H  1.8871  0.6992  7.1279
H  3.0977  -0.1469  6.0362
H  1.1439  -1.6659  4.0422
H  1.0224  -2.8828  5.2525
H  2.6183  -2.0711  5.0184
H  1.2310  0.8416  3.7586
H  -0.1947  -0.0785  3.1303
H  -0.2576  1.5536  3.0592
H  -1.4781  2.5864  5.5347
H  -2.2087  1.9511  4.0998
H  -2.5639  1.1841  5.6173
H  -1.0834  -2.5248  7.6123
H  -2.7672  -2.3084  7.1381
H  -1.8270  -3.6124  6.3969
H  -1.1078  -1.7832  3.6176
H  -2.8106  -1.6026  4.1816
H  -1.9011  -3.1297  4.3398

Computed properties:
Net charge: +1
HOMO-LUMO gap: 7.638 eV
Relative energy (zero: lowest compared OMol25 entry of this formula, charge and spin): 0.385 eV
2S+1: 1
HOMO: -10.0 eV

***

Density functional theory data (ωB97M-V/def2-TZVPD) for a structure of composition C24H75AgN15O12 at a distorted geometry.

Element x y z (Å)
Ag  -0.3648  0.4844  -0.4768
C  4.5787  2.3783  0.7444
C  6.0051  1.8296  0.9049
C  7.0375  2.7816  0.3598
O  8.3345  2.1591  0.4719
C  9.1166  2.3175  1.6175
N  6.2797  1.4021  2.2555
H  4.3196  2.2938  -0.3110
H  4.3436  3.3174  1.2453
H  3.8942  1.6641  1.2018
H  6.1371  0.8708  0.4034
H  7.1440  3.7819  0.7795
H  6.8171  2.8588  -0.7049
H  9.1754  3.3498  1.9626
H  10.0907  1.8446  1.4924
H  8.6838  1.6699  2.3801
H  5.4266  1.0008  2.6177
H  6.9865  0.6890  2.1456
C  -0.5777  -5.5339  2.0345
C  -0.9574  -4.4638  3.0570
C  0.2676  -3.7673  3.6497
O  0.0189  -2.5093  4.3512
C  -0.6729  -2.7560  5.5338
N  -1.8253  -3.5070  2.4295
H  -0.0805  -5.0983  1.1678
H  -1.3672  -6.1439  1.5956
H  0.2133  -6.0400  2.5879
H  -1.6005  -4.7821  3.8775
H  0.9313  -3.5097  2.8243
H  0.7892  -4.5122  4.2507
H  -1.6428  -3.2395  5.4167
H  -0.7873  -1.8195  6.0797
H  -0.0077  -3.3473  6.1630
H  -1.7028  -3.3519  1.4390
H  -1.6812  -2.6385  2.9245
C  -4.4546  -1.5115  -3.0717
C  -5.1095  -2.0544  -1.8344
C  -5.5247  -3.5594  -1.9418
O  -6.4443  -3.6800  -2.9470
C  -7.7602  -3.9545  -2.7232
N  -4.2265  -1.6844  -0.7417
H  -5.1393  -1.6202  -3.9128
H  -3.4626  -1.9368  -3.2246
H  -4.3861  -0.4284  -2.9707
H  -6.0089  -1.4419  -1.7714
H  -6.0016  -3.8876  -1.0183
H  -4.7318  -4.2857  -2.1204
H  -7.7773  -5.0065  -2.4387
H  -8.5196  -3.7450  -3.4765
H  -7.9489  -3.5033  -1.7490
H  -4.3332  -0.7266  -0.4394
H  -4.5090  -2.2606  0.0382
C  0.1007  -3.4119  -1.9133
C  -1.2321  -3.0697  -1.2193
O  -1.2303  -1.7364  -0.7118
H  -0.0346  -4.4141  -2.3201
H  0.8183  -3.5762  -1.1095
H  0.4214  -2.6683  -2.6429
H  -1.3516  -3.7847  -0.4053
H  -2.0224  -3.1233  -1.9682
H  -2.1763  -1.5916  -0.6358
C  -3.8788  4.0507  1.5221
C  -3.6317  4.5562  0.0860
O  -4.9238  4.6031  -0.4960
H  -4.3090  3.0492  1.5183
H  -4.6202  4.6344  2.0679
H  -2.9400  4.0064  2.0741
H  -2.9855  3.8451  -0.4287
H  -3.0790  5.4957  0.0926
H  -4.9551  5.0993  -1.3173
C  1.5313  0.6728  3.3951
C  2.5222  -0.4967  3.6420
O  3.7420  0.0288  3.5900
H  1.3505  1.0808  4.3895
H  0.6084  0.2339  3.0160
H  1.8489  1.4220  2.6699
H  2.4716  -1.1887  2.8013
H  2.3120  -1.1313  4.5030
H  4.0144  0.3340  4.4585
C  2.9604  -0.8420  -0.1015
O  1.9870  -0.1901  0.2423
N  3.1642  -1.2344  -1.3529
N  3.8758  -1.3357  0.6707
H  2.6153  -0.6098  -1.9263
H  4.0307  -1.7407  -1.4670
H  4.5567  -1.8665  0.1466
H  3.8708  -1.1824  1.6690
C  -2.3374  0.1974  2.4615
O  -1.5528  0.7326  1.6934
N  -3.5897  -0.1216  2.2576
N  -1.9429  -0.1838  3.6249
H  -4.1205  -0.5405  3.0078
H  -4.0367  0.0378  1.3661
H  -2.6963  -0.4729  4.2322
H  -0.9559  -0.3321  3.7799
C  0.8951  0.0898  -3.9155
O  0.9237  0.3428  -2.7285
N  0.4444  0.9036  -4.8315
N  1.2598  -0.9977  -4.5159
H  0.1654  1.8117  -4.4886
H  0.3743  0.7046  -5.8192
H  1.4891  -0.8778  -5.4922
H  1.5544  -1.8485  -4.0583
C  -0.1626  3.9142  -0.1902
O  -0.4028  3.1762  -1.1203
N  0.2242  5.1131  -0.2733
N  -0.2985  3.5973  1.0334
H  0.3750  5.7295  0.5125
H  0.0770  5.6348  -1.1255
H  -0.5246  2.6620  1.3403
H  -0.1122  4.3149  1.7193
C  -2.5536  1.6141  -3.2622
O  -2.0431  1.0712  -2.2567
N  -3.3477  2.6357  -3.1940
N  -2.3993  1.1482  -4.4802
H  -3.4944  3.0600  -2.2893
H  -3.6224  3.1261  -4.0331
H  -2.7599  1.6778  -5.2609
H  -1.7827  0.3879  -4.7288
C  3.4812  3.1439  -2.9397
O  4.4652  3.7639  -2.7526
N  3.1309  2.5627  -4.0273
N  2.6469  3.0249  -1.9327
H  3.8264  2.6532  -4.7541
H  2.1874  2.2143  -4.1193
H  2.8393  3.7362  -1.2420
H  1.9590  2.2884  -1.8653

Computed properties:
Net charge: +1
HOMO-LUMO gap: 7.950 eV
2S+1: 1
HOMO: -9.8 eV